[1]
{"formula": "C32H43BBrCdN9O4S3Te4", "method": "wB97M-V/def2-TZVPD", "species": ["Cd", "C", "C", "C", "C", "N", "C", "C", "N", "B", "N", "C", "C", "N", "C", "S", "C", "C", "C", "C", "N", "C", "C", "N", "C", "S", "C", "C", "C", "C", "C", "S", "H", "H", "H", "H", "H", "H", "H", "H", "H", "H", "H", "H", "H", "H", "H", "H", "H", "H", "H", "H", "H", "H", "H", "H", "H", "H", "H", "H", "H", "H", "H", "H", "H", "H", "Te", "Te", "Te", "Te", "C", "C", "N", "C", "C", "N", "C", "O", "O", "C", "O", "O", "H", "H", "H", "H", "H", "Br", "C", "C", "C", "N", "C", "C", "H", "H", "H", "H"], "positions_angstrom": [[-0.9788, 0.0136, -0.8102], [5.1020, -0.6677, -0.2653], [4.3241, -1.9515, 0.0255], [5.3324, -3.0616, 0.3187], [3.4674, -2.3770, -1.1659], [3.4447, -1.7630, 1.2073], [3.4534, -2.5914, 2.3206], [2.4392, -2.2024, 3.1102], [1.7945, -1.1509, 2.5015], [0.5467, -0.5421, 3.1773], [0.6288, 1.0222, 3.1212], [1.5714, 1.6086, 3.9390], [1.6448, 2.9167, 3.6423], [0.7345, 3.1502, 2.6225], [0.1053, 1.9738, 2.3199], [-1.1986, 1.7502, 1.2290], [0.4649, 4.4773, 2.0135], [0.7159, 4.4020, 0.5059], [1.4288, 5.5044, 2.6057], [-0.9657, 4.9151, 2.3279], [-0.7891, -1.2018, 2.7635], [-1.8627, -1.0664, 3.6251], [-2.7935, -1.9730, 3.2903], [-2.3128, -2.6795, 2.2032], [-1.0959, -2.1752, 1.8530], [-0.1678, -2.6481, 0.5016], [-3.0165, -3.8616, 1.6085], [-3.2881, -3.6977, 0.1141], [-2.1457, -5.0915, 1.8817], [-4.3630, -4.0373, 2.3047], [2.4009, -0.8825, 1.3270], [1.9295, 0.3142, 0.2144], [5.7602, -0.8357, -1.1212], [5.7122, -0.3918, 0.5981], [4.4247, 0.1515, -0.4925], [5.9876, -3.1544, -0.5474], [4.8430, -4.0242, 0.4734], [5.9511, -2.8293, 1.1879], [4.1141, -2.6093, -2.0163], [2.7850, -1.5785, -1.4416], [2.8764, -3.2581, -0.9099], [4.1612, -3.3848, 2.4556], [2.1018, -2.5939, 4.0526], [0.7058, -0.7843, 4.3571], [2.1278, 1.0281, 4.6531], [2.2745, 3.6803, 4.0546], [1.7378, 4.0694, 0.3114], [0.5713, 5.3922, 0.0670], [0.0291, 3.6999, 0.0383], [2.4696, 5.2475, 2.4002], [1.2931, 5.6176, 3.6826], [1.2192, 6.4673, 2.1401], [-1.6863, 4.2039, 1.9301], [-1.1496, 5.8950, 1.8817], [-1.1080, 4.9905, 3.4083], [-1.8585, -0.3382, 4.4166], [-3.7889, -2.1038, 3.6659], [-2.3828, -3.5254, -0.4589], [-3.9765, -2.8738, -0.0646], [-3.7662, -4.6158, -0.2376], [-1.1769, -4.9936, 1.3937], [-2.6498, -5.9790, 1.4933], [-1.9935, -5.2190, 2.9574], [-5.0105, -3.1715, 2.1534], [-4.2542, -4.2458, 3.3724], [-4.8629, -4.8901, 1.8447], [-6.8431, -0.9107, 0.5971], [-9.3910, -1.6433, 1.2968], [-5.1604, -0.7774, -1.8482], [-3.6678, -0.0574, 0.2853], [-2.2953, 3.8928, -2.2820], [-2.1525, 2.6600, -3.1055], [-1.9661, 1.4645, -2.6059], [-2.0182, 0.5811, -3.6706], [-2.2299, 1.2887, -4.8288], [-2.3261, 2.6013, -4.4406], [-2.2738, 1.0337, -6.2916], [-2.1995, -0.2042, -6.6790], [-2.3699, 1.9871, -7.0488], [-1.7180, -0.9033, -3.5834], [-1.7890, -1.5290, -4.6724], [-1.3651, -1.4277, -2.4977], [-2.1597, 3.6167, -1.2371], [-3.2966, 4.3102, -2.3984], [-1.5666, 4.6598, -2.5561], [-2.5200, 3.3416, -5.0953], [-2.0660, -0.8061, -5.8288], [4.6030, 0.9446, -5.2513], [3.0278, 0.7687, -4.2092], [2.4430, 1.8941, -3.6599], [1.2938, 1.7073, -2.9080], [0.7474, 0.5171, -2.6942], [1.3327, -0.5553, -3.2206], [2.4780, -0.4796, -4.0013], [2.8594, 2.8796, -3.8088], [0.7882, 2.5528, -2.4523], [0.8523, -1.5053, -3.0128], [2.9175, -1.3714, -4.4236]], "e_homo_ev": -0.690, "energy_ev": -192455.2115, "homo_lumo_gap_ev": 3.787, "total_charge": -2, "de_lowest_kcal_mol": 47.4, "spin_multiplicity": 1, "largest_force_ha_per_bohr": 0.01829}

---

[2]
{"formula": "C32H43BEuN2O7P", "method": "wB97M-V/def2-TZVPD", "species": ["Eu", "O", "C", "O", "C", "C", "C", "N", "C", "C", "C", "O", "O", "H", "H", "H", "O", "C", "C", "C", "C", "C", "C", "N", "H", "H", "H", "H", "H", "H", "H", "C", "C", "C", "C", "C", "C", "C", "C", "O", "B", "O", "C", "C", "H", "H", "H", "H", "H", "H", "H", "H", "H", "H", "H", "H", "C", "C", "C", "P", "C", "C", "C", "C", "C", "C", "H", "H", "H", "H", "H", "H", "H", "H", "H", "H", "H", "H", "H", "H", "H", "H", "H", "H", "H", "H", "H"], "positions_angstrom": [[1.3411, 1.1280, -0.3428], [5.1544, 2.7830, 5.7364], [3.8935, 2.8264, 5.7414], [3.0484, 3.0221, 6.6335], [3.2932, 2.4996, 4.3608], [1.9125, 2.1992, 4.2127], [1.3953, 1.9623, 2.9502], [2.0606, 1.9663, 1.7854], [3.3891, 2.2364, 1.8750], [3.9550, 2.4867, 3.0882], [4.1697, 2.2595, 0.5504], [5.3673, 2.4331, 0.4571], [3.4184, 1.9036, -0.4904], [1.2669, 2.0757, 5.0664], [0.3516, 1.6405, 2.8044], [5.0168, 2.6363, 3.0666], [2.1942, 0.9204, -2.6893], [1.9513, 1.9342, -3.6814], [0.7870, 2.8440, -3.3004], [0.2040, 3.6282, -4.2681], [-0.9173, 4.3716, -3.9748], [-1.3506, 4.3968, -2.6680], [-0.6858, 3.6392, -1.7335], [0.3743, 2.8562, -2.0451], [3.1168, 1.1111, -2.2817], [1.9476, 1.5122, -4.6865], [2.8859, 2.5513, -3.6722], [0.4993, 3.5958, -5.3362], [-1.4555, 4.8029, -4.8092], [-2.2088, 4.9483, -2.3654], [-1.1368, 3.6379, -0.7557], [-8.2077, -1.2670, -0.6416], [-7.3484, 0.0044, -0.8596], [-7.4777, 0.3922, -2.3642], [-7.9818, 1.1683, 0.0058], [-5.8832, -0.2186, -0.4747], [-5.3998, -1.5054, -0.0760], [-4.0632, -1.8256, 0.0715], [-3.1500, -0.7870, -0.1664], [-1.7755, -0.7436, 0.0207], [-1.3647, 0.5630, -0.2058], [-2.5187, 1.3504, -0.4502], [-3.6132, 0.5202, -0.3914], [-4.9259, 0.8044, -0.6115], [-9.3100, -1.0935, -0.8298], [-8.1358, -1.6108, 0.3807], [-8.0727, -2.1666, -1.2539], [-8.5295, 0.3627, -2.5943], [-6.9588, -0.3017, -3.0052], [-7.0843, 1.4277, -2.5735], [-9.0593, 1.1517, -0.0706], [-7.5974, 2.1290, -0.2435], [-7.7034, 1.0301, 1.0945], [-6.0809, -2.2705, 0.1008], [-3.7074, -2.8665, 0.1295], [-5.2496, 1.8451, -0.8523], [3.0573, -4.1764, -0.7127], [1.9787, -3.1679, -0.3194], [1.2094, -2.7402, -1.6189], [2.5631, -1.6395, 0.5343], [4.3876, -1.4444, 0.1472], [4.6742, -1.1867, -1.3664], [5.3642, -2.4695, 0.7433], [2.6755, -2.0715, 2.3289], [3.0410, -3.4734, 2.8441], [1.3340, -1.7665, 2.9835], [2.6027, -4.9571, -1.2638], [3.5536, -4.5713, 0.2141], [3.8081, -3.7697, -1.4400], [1.2669, -3.5394, 0.3716], [1.8939, -2.3235, -2.2709], [0.3452, -2.0716, -1.4943], [0.7477, -3.6674, -2.0498], [4.5119, -0.4903, 0.6504], [4.8577, -2.0937, -1.9664], [5.4913, -0.4968, -1.6046], [3.8818, -0.7952, -1.9633], [5.2463, -3.5539, 0.4984], [5.4328, -2.4912, 1.8286], [6.3527, -2.1514, 0.4396], [3.3710, -1.2114, 2.5570], [2.3688, -4.2243, 2.3589], [2.9655, -3.4201, 3.9362], [4.0490, -3.8752, 2.7223], [0.5653, -2.4753, 2.7650], [0.9685, -0.8142, 2.7249], [1.3938, -1.7720, 4.0547]], "e_homo_ev": [-7.253, -6.145], "energy_ev": -80485.9641, "s2": 12.05, "homo_lumo_gap_ev": [6.631, 2.992], "total_charge": 0, "de_lowest_kcal_mol": 85.1, "spin_multiplicity": 7, "largest_force_ha_per_bohr": 0.07318}